Below is C27H32FeN7S as an isolated structure, with properties calculated with the ωB97M-V functional and the def2-TZVPD basis.

Computed properties:
calculated total energy = -84159.15790 eV
multiplicity = 6
frontier orbital gap (alpha / beta) = 0.28173 / 0.17556 Ha
energy relative to the best compared isomer or geometry (same formula, charge and spin) = 0.540 eV
charge = +2
lowest unoccupied orbital energy (alpha / beta) = -6.51 / -9.26 eV
<S²> = 8.82

Positions of all 68 atoms, in Å:
Fe -0.085 1.739 -0.329
C 3.895 0.348 -0.312
C 4.647 1.354 0.270
C 4.086 2.613 0.386
C 2.776 2.829 -0.029
N 2.020 1.834 -0.546
C 2.602 0.634 -0.702
N 2.351 4.151 0.037
C 1.137 4.538 -0.069
N -0.022 3.754 -0.058
C -1.055 4.599 -0.227
N -2.352 4.284 -0.275
C -2.835 3.033 -0.457
C -4.205 2.882 -0.204
C -4.825 1.667 -0.458
C -4.070 0.656 -1.012
C -2.705 0.873 -1.231
N -2.076 2.006 -0.942
C -0.611 5.983 -0.312
C -1.311 7.169 -0.480
C -0.555 8.329 -0.546
C 0.841 8.296 -0.446
C 1.534 7.101 -0.277
C 0.773 5.951 -0.213
H 4.296 -0.641 -0.478
H 5.662 1.173 0.597
H 4.638 3.456 0.772
H 2.003 -0.133 -1.174
H -4.747 3.738 0.170
H -5.878 1.531 -0.255
H -4.504 -0.296 -1.283
H -2.103 0.087 -1.665
H -2.389 7.189 -0.551
H -1.050 9.281 -0.675
H 1.392 9.224 -0.503
H 2.610 7.074 -0.195
C 0.318 -7.169 2.673
C 1.301 -6.032 2.433
C 0.601 -4.688 2.260
C 1.601 -3.577 1.977
N 0.984 -2.249 1.876
C 0.450 -1.712 0.785
S -0.295 -0.163 1.026
N 0.497 -2.374 -0.366
C -0.085 -1.952 -1.642
C -1.513 -2.443 -1.859
C -1.645 -3.916 -2.247
C -1.342 -4.913 -1.134
H 0.836 -8.115 2.811
H -0.365 -7.285 1.830
H -0.282 -6.987 3.566
H 1.900 -6.246 1.542
H 2.001 -5.965 3.269
H 0.038 -4.437 3.163
H -0.130 -4.752 1.449
H 2.166 -3.767 1.060
H 2.340 -3.512 2.775
H 0.849 -1.719 2.724
H 0.855 -3.317 -0.329
H 0.569 -2.327 -2.431
H -0.035 -0.862 -1.670
H -1.942 -1.841 -2.666
H -2.092 -2.235 -0.952
H -0.999 -4.114 -3.106
H -2.665 -4.079 -2.598
H -0.271 -5.013 -0.937
H -1.690 -5.909 -1.404
H -1.837 -4.634 -0.201


Below is C38H33AsF6N4O6SY as an isolated structure, with properties calculated with the ωB97M-V functional and the def2-TZVPD basis.

Computed properties:
calculated total energy = -147220.55057 eV
multiplicity = 2
frontier orbital gap (alpha / beta) = 0.24758 / 0.21773 Ha
energy relative to the best compared isomer or geometry (same formula, charge and spin) = 1.129 eV
charge = -2
lowest unoccupied orbital energy (alpha / beta) = 4.18 / 3.37 eV
<S²> = 0.76

Positions of all 90 atoms, in Å:
Y 0.614 0.992 0.300
O -0.563 -1.032 0.092
C -0.827 -1.939 -0.762
C -1.594 -3.081 -0.372
C -1.883 -4.095 -1.248
C -1.454 -4.055 -2.584
C -0.731 -2.957 -2.995
C -0.397 -1.910 -2.123
C 0.349 -0.804 -2.684
N 0.860 0.179 -2.057
C 1.507 1.219 -2.848
C 0.659 2.478 -2.738
N 0.539 2.849 -1.331
C 0.242 4.062 -1.074
C 0.042 4.672 0.225
C -0.521 5.954 0.228
C -0.808 6.628 1.396
C -0.515 5.987 2.607
C 0.050 4.736 2.643
C 0.369 4.022 1.453
O 0.920 2.871 1.499
H -1.922 -3.114 0.660
H -2.458 -4.946 -0.896
H -1.694 -4.856 -3.272
H -0.400 -2.884 -4.028
H 0.483 -0.855 -3.775
H 1.600 0.922 -3.902
H 2.502 1.401 -2.440
H -0.343 2.258 -3.120
H 1.104 3.289 -3.326
H 0.103 4.750 -1.918
H -0.756 6.404 -0.732
H -1.260 7.611 1.376
H -0.745 6.484 3.545
H 0.276 4.243 3.581
C -7.510 -1.301 1.215
C -6.303 -0.498 0.807
C -6.414 0.859 0.522
C -5.306 1.610 0.155
C -4.066 0.999 0.064
C -3.933 -0.351 0.358
C -5.046 -1.091 0.722
S -2.595 1.885 -0.427
O -3.054 3.240 -0.695
O -2.076 1.184 -1.600
N -1.580 1.692 0.718
C -1.964 1.677 2.132
C -1.177 0.627 2.918
O -1.677 0.157 3.943
O -0.003 0.338 2.475
H -8.304 -1.240 0.467
H -7.926 -0.945 2.161
H -7.254 -2.353 1.343
H -7.387 1.338 0.593
H -5.387 2.666 -0.067
H -2.949 -0.803 0.319
H -4.933 -2.145 0.951
H -3.031 1.479 2.262
H -1.766 2.644 2.611
F 3.057 2.180 -0.172
As 4.838 2.162 -0.175
F 4.783 0.971 1.103
F 4.779 0.852 -1.342
F 4.816 3.309 -1.473
F 6.571 2.111 -0.202
F 4.860 3.434 0.987
N 2.231 -0.674 0.395
C 2.648 -1.846 0.399
C 3.960 -2.118 -0.272
C 5.080 -2.436 0.483
C 6.286 -2.671 -0.157
C 6.366 -2.599 -1.543
C 5.244 -2.277 -2.289
C 4.037 -2.026 -1.653
C 1.857 -2.945 1.027
C 2.009 -4.243 0.549
C 1.254 -5.270 1.094
C 0.361 -4.996 2.121
C 0.214 -3.700 2.596
C 0.957 -2.662 2.051
H 5.009 -2.473 1.562
H 7.170 -2.893 0.428
H 7.314 -2.774 -2.037
H 5.311 -2.194 -3.367
H 3.158 -1.738 -2.217
H 2.705 -4.443 -0.257
H 1.355 -6.277 0.709
H -0.235 -5.796 2.546
H -0.495 -3.469 3.381
H 0.793 -1.647 2.403


Below is C31H26GeIrNS4 as an isolated structure, with properties calculated with the ωB97M-V functional and the def2-TZVPD basis.

Computed properties:
calculated total energy = -136730.04607 eV
multiplicity = 2
frontier orbital gap (alpha / beta) = 0.19063 / 0.17501 Ha
energy relative to the best compared isomer or geometry (same formula, charge and spin) = 0.000 eV
charge = +3
lowest unoccupied orbital energy (alpha / beta) = -11.23 / -11.57 eV
<S²> = 0.78

Positions of all 64 atoms, in Å:
Ir -0.509 0.122 -0.388
S -1.310 0.414 1.698
C -2.296 -1.010 1.896
C -3.199 -1.041 2.966
C -4.053 -2.119 3.117
C -4.002 -3.189 2.230
C -3.074 -3.207 1.191
C -2.247 -2.116 1.017
S -0.860 -2.114 -0.087
C -1.289 -2.460 -1.838
C -0.278 -1.714 -2.694
C 0.115 -2.185 -3.930
C 0.947 -1.396 -4.717
C 1.368 -0.159 -4.255
C 0.975 0.253 -2.993
C 1.437 1.550 -2.386
S 0.340 2.216 -1.071
C -0.998 2.894 -2.040
C -0.863 4.145 -2.591
C -1.923 4.694 -3.329
C -3.117 3.996 -3.494
C -3.270 2.749 -2.923
C -2.207 2.180 -2.186
S -2.461 0.657 -1.468
N 0.184 -0.526 -2.240
H -3.238 -0.206 3.654
H -4.765 -2.129 3.931
H -4.673 -4.027 2.356
H -3.006 -4.070 0.540
H -2.303 -2.107 -2.037
H -1.240 -3.531 -2.020
H -0.235 -3.144 -4.286
H 1.255 -1.744 -5.694
H 2.000 0.473 -4.863
H 1.571 2.325 -3.139
H 2.398 1.413 -1.881
H 0.046 4.717 -2.451
H -1.810 5.679 -3.763
H -3.929 4.436 -4.056
H -4.200 2.203 -3.026
Ge 2.186 -0.498 1.046
C 1.712 -1.809 2.318
C 1.226 -1.467 3.588
C 1.006 -2.458 4.526
C 1.270 -3.788 4.207
C 1.753 -4.135 2.952
C 1.969 -3.150 2.003
C 2.584 1.323 1.387
C 3.650 1.890 0.674
C 4.059 3.184 0.958
C 3.396 3.919 1.933
C 2.327 3.368 2.634
C 1.918 2.075 2.364
H 2.790 -1.048 -0.250
H 1.050 -0.433 3.857
H 0.653 -2.198 5.515
H 1.110 -4.558 4.951
H 1.974 -5.169 2.722
H 2.362 -3.424 1.030
H 4.192 1.313 -0.069
H 4.900 3.613 0.431
H 3.719 4.927 2.156
H 1.824 3.946 3.397
H 1.090 1.654 2.922


Below is C3H4KO2 as an isolated structure, with properties calculated with the ωB97M-V functional and the def2-TZVPD basis.

Computed properties:
calculated total energy = -23593.84526 eV
multiplicity = 2
frontier orbital gap (alpha / beta) = 0.19320 / 0.28029 Ha
energy relative to the best compared isomer or geometry (same formula, charge and spin) = 0.253 eV
charge = 0
lowest unoccupied orbital energy (alpha / beta) = -0.74 / -0.88 eV
<S²> = 0.80

Positions of all 10 atoms, in Å:
C -0.618 -0.861 -0.001
C -1.891 -0.296 -0.077
H -0.415 -1.454 0.901
H -0.332 -1.506 -0.841
H -2.441 -0.021 0.825
H -2.367 -0.106 -1.042
C 1.207 0.476 0.041
O 2.319 -0.091 0.079
O 1.002 1.707 0.019
K 3.537 2.150 0.096


Below is C6H9BrFNO as an isolated structure, with properties calculated with the ωB97M-V functional and the def2-TZVPD basis.

Computed properties:
calculated total energy = -82664.09608 eV
multiplicity = 1
frontier orbital gap = 0.36930 Ha
energy relative to the best compared isomer or geometry (same formula, charge and spin) = 0.000 eV
charge = 0
lowest unoccupied orbital energy = 0.70 eV

Positions of all 19 atoms, in Å:
C -1.140 0.229 0.865
C -0.672 -0.857 -1.236
C -1.150 -1.824 -0.261
C -0.443 0.440 -0.454
C 1.716 1.996 0.575
C 1.467 0.642 -0.004
N -1.470 -1.074 0.908
O -1.334 0.959 1.773
F 1.968 0.441 -1.228
Br 2.056 -0.780 1.092
H 0.327 -1.247 -1.677
H -1.363 -0.803 -1.998
H -1.985 -2.326 -0.749
H -0.336 -2.494 0.062
H -0.694 1.328 -1.041
H 0.798 2.558 0.194
H 2.543 2.465 0.009
H 1.827 1.876 1.693
H -2.116 -1.529 1.477


Below is an isolated ion of composition C5H11IN3 and charge +1, with properties calculated with the ωB97M-V functional and the def2-TZVPD basis.

Computed properties:
calculated total energy = -17927.61838 eV
multiplicity = 1
frontier orbital gap = 0.35606 Ha
energy relative to the best compared isomer or geometry (same formula, charge and spin) = 0.896 eV
charge = +1
lowest unoccupied orbital energy = -3.65 eV
SMILES = CC1=[NH+][C@H](I)N[C@H](C)N1

Positions of all 20 atoms, in Å:
C 2.470 0.703 -0.867
C 1.252 0.111 -0.334
N 0.751 -0.925 -1.046
C -0.722 -1.468 -0.853
I -1.450 -2.510 -2.632
N -1.512 -0.505 -0.270
C -0.853 -0.016 0.923
C -1.664 0.986 1.802
N 0.514 0.534 0.683
H 3.137 0.707 -0.113
H 2.317 1.704 -1.165
H 2.650 0.107 -1.795
H 1.332 -1.470 -1.672
H -0.658 -2.320 -0.228
H -1.766 0.256 -0.982
H -0.701 -0.977 1.538
H -1.658 1.961 1.348
H -1.279 1.009 2.783
H -2.716 0.626 1.924
H 0.555 1.487 0.958